#P
Formula: C3H3IN2O
Source: the OMol25 dataset
Level of theory: the ωB97M-V functional and the def2-TZVPD basis

Structure (XYZ):
```
10
Properties=species:S:1:pos:R:3
O -1.2427 2.1517 -0.4875
C -0.5876 1.2189 -0.0923
C -0.7727 -0.2266 -0.3646
C 0.2589 -0.9399 0.0300
N 1.3138 0.1997 0.8584
I 3.1985 0.0367 -0.1171
N 0.6530 1.3102 0.5357
H -1.4837 -0.7497 -0.9020
H 0.7104 -1.8654 0.0967
H 1.1510 2.1902 0.4066
```

Output
LUMO energy: -0.836 eV
SMILES: O=c1ccn(I)[nH]1
Kohn-Sham gap: 7.95 eV
highest occupied orbital energy: -8.8 eV
total charge: 0

Here are the Löwdin charges for atoms 1 to 4, given in e: number 1, O, carries 0.0801; number 2, C, carries -0.4655; number 3, C, carries -0.0058; number 4, C, carries 0.0000

***

#Q
Formula: C3H3IN2O
Source: the OMol25 dataset
Level of theory: the ωB97M-V functional and the def2-TZVPD basis

Structure (XYZ):
```
10
Properties=species:S:1:pos:R:3
C 0.7729 -0.1085 -1.2856
C 0.0940 -0.2652 0.0321
N -0.1143 -1.4162 0.7671
N -0.8044 -1.3343 1.7725
O -1.2302 -0.0032 1.9128
C -0.6552 0.6715 0.8829
I -0.9958 2.7181 0.7620
H 0.6859 0.9196 -1.6316
H 1.9195 -0.3803 -1.3355
H 0.3277 -0.8016 -1.8767
```

Output
LUMO energy: 0.097 eV
SMILES: Cc1nnoc1I
Kohn-Sham gap: 9.47 eV
highest occupied orbital energy: -9.4 eV
total charge: 0

Here are the Löwdin charges for atoms 1 to 4, given in e: number 1, C, carries -0.0440; number 2, C, carries -0.2974; number 3, N, carries 0.0173; number 4, N, carries 0.0255

***

The structure with the least stability is #P.

***

#P
Formula: C2INO3
Source: the OMol25 dataset
Level of theory: the ωB97M-V functional and the def2-TZVPD basis

Structure (XYZ):
```
7
Properties=species:S:1:pos:R:3
C 0.6293 -0.9965 0.1890
C -0.6140 1.4361 0.0480
N -0.1733 -0.2214 0.8358
O 1.1535 -0.7992 1.4300
O 0.9293 -1.6142 -0.7897
O 0.1164 2.2923 0.3696
I -17.7181 -0.2911 0.6422
```

Output
LUMO energy: 5.159 eV
Kohn-Sham gap: 7.51 eV
highest occupied orbital energy: -2.4 eV
total charge: -2

Here are the Löwdin charges for atoms 1 to 4, given in e: number 1, C, carries -0.7763; number 2, C, carries -0.1605; number 3, N, carries 0.0299; number 4, O, carries -0.0463

***

#Q
Formula: C2INO3
Source: the OMol25 dataset
Level of theory: the ωB97M-V functional and the def2-TZVPD basis

Structure (XYZ):
```
7
Properties=species:S:1:pos:R:3
C -2.3641 1.2835 0.5638
C -0.6593 0.1457 1.7868
N -1.8082 0.3504 1.6532
O -3.3514 1.9009 0.9179
O -1.8573 1.1798 -0.5269
O 0.4012 -0.2018 2.1660
I 9.6391 -4.6586 -6.5609
```

Output
LUMO energy: 5.044 eV
Kohn-Sham gap: 7.22 eV
highest occupied orbital energy: -2.2 eV
total charge: -2

Here are the Löwdin charges for atoms 1 to 4, given in e: number 1, C, carries -0.8051; number 2, C, carries -0.4057; number 3, N, carries 0.1902; number 4, O, carries -0.0463

***

The structure with the least stability is #P.

***

#P
Formula: C13H30N2O12P2STeTi
Source: the OMol25 dataset
Level of theory: the ωB97M-V functional and the def2-TZVPD basis

Structure (XYZ):
```
62
Properties=species:S:1:pos:R:3
Ti -0.7128 0.8437 -0.0396
O -3.6903 1.1627 3.2068
C -3.4170 0.7572 1.9925
O -2.2875 0.8206 1.5275
C -4.6739 0.2541 1.3054
O -4.4779 -0.4606 0.1194
C -4.3177 0.2969 -1.0695
C -2.8524 0.6404 -1.1306
O -2.4162 1.7967 -0.9019
O -1.9879 -0.3012 -1.1798
H -2.9069 1.5453 3.6371
H -5.3349 1.1189 1.1735
H -5.1660 -0.4192 2.0080
H -4.9212 1.2057 -1.0670
H -4.6014 -0.3497 -1.8975
C 3.0466 3.8059 1.9528
C 2.2353 3.1570 0.8394
O 2.8279 3.3076 -0.4568
P 2.2860 1.3393 0.9336
O 1.9757 0.8153 2.3733
O 3.7688 0.9276 0.6445
O 1.3297 0.6850 -0.0507
P 0.4562 3.7559 0.9130
O 0.2350 4.4175 -0.5170
O 0.2277 4.6450 2.0471
O -0.3737 2.4293 0.8689
H 4.0685 3.4242 1.9714
H 2.5667 3.6488 2.9187
H 3.0774 4.8851 1.8011
H 2.9505 4.2454 -0.6568
H 2.6363 0.9965 3.0583
H 4.2147 1.5016 -0.0009
H -0.0414 5.3425 -0.4335
C 0.0593 -4.9389 -1.6209
C 0.4821 -3.5077 -1.9378
N -0.0619 -2.5253 -0.9955
C 0.3968 -2.3059 0.2348
S -0.5075 -1.2330 1.2689
N 1.4919 -2.9074 0.6595
C 2.0829 -2.7673 1.9988
C 1.4984 -3.7631 2.9885
H 0.4968 -5.6202 -2.3494
H -1.0243 -5.0385 -1.6691
H 0.3822 -5.2522 -0.6272
H 0.1237 -3.2236 -2.9258
H 1.5696 -3.4061 -1.9626
H -0.9839 -2.1538 -1.1804
H 1.8871 -3.6285 0.0739
H 1.9088 -1.7461 2.3293
H 3.1558 -2.9154 1.8850
H 0.4278 -3.5991 3.1135
H 1.9798 -3.6435 3.9584
H 1.6598 -4.7891 2.6570
C 1.2488 0.0201 -3.1954
Te 0.2102 1.7640 -2.5657
C -1.4217 1.4556 -3.8761
H 0.5629 -0.8226 -3.1834
H 2.0686 -0.1377 -2.4999
H 1.6291 0.1958 -4.1978
H -1.0532 1.5696 -4.8918
H -2.1643 2.2186 -3.6583
H -1.8296 0.4604 -3.7211
```

Output
LUMO energy: -6.722 eV
Kohn-Sham gap: 8.12 eV
highest occupied orbital energy: -14.8 eV
total charge: +2

Here are the Löwdin charges for atoms 1 to 4, given in e: number 1, Ti, carries 0.8589; number 2, O, carries 0.2035; number 3, C, carries -0.4065; number 4, O, carries -0.0658

***

#Q
Formula: C13H30N2O12P2STeTi
Source: the OMol25 dataset
Level of theory: the ωB97M-V functional and the def2-TZVPD basis

Structure (XYZ):
```
62
Properties=species:S:1:pos:R:3
Ti 0.4020 0.2664 -0.6183
O 2.1854 3.7175 -1.8069
C 2.5548 2.5988 -1.2650
O 2.1523 1.4828 -1.6117
C 3.5978 2.7942 -0.1879
O 3.7353 1.6568 0.6247
C 3.1640 1.7866 1.9015
C 1.6523 1.6581 1.9340
O 0.9732 2.0200 2.8513
O 1.1181 1.0820 0.8422
H 1.4515 3.6332 -2.4799
H 3.3440 3.6927 0.3811
H 4.5479 2.9939 -0.6932
H 3.4264 2.7296 2.3880
H 3.5614 0.9758 2.5162
C -3.1950 2.3597 -3.0141
C -2.1156 1.3424 -3.3733
O -2.2067 0.8831 -4.7123
P -2.2541 -0.2137 -2.3790
O -3.1383 0.0264 -1.1081
O -3.0326 -1.2258 -3.2702
O -0.9024 -0.7098 -1.9028
P -0.4462 1.9969 -2.9780
O 0.4566 0.8791 -3.6696
O -0.0730 3.3663 -3.3687
O -0.4244 1.7587 -1.4177
H -4.1895 1.9423 -3.1769
H -3.0755 3.2371 -3.6519
H -3.1055 2.6880 -1.9790
H -2.4078 1.6204 -5.3047
H -4.0986 0.0020 -1.2251
H -2.9521 -1.0545 -4.2260
H 1.2567 1.2556 -4.0608
C -0.5773 0.0283 5.3416
C -1.5535 0.4297 4.2456
N -1.0774 0.0757 2.9010
C -1.1132 -1.1368 2.3889
S -0.5121 -1.5394 0.7897
N -1.6809 -2.1255 3.0643
C -1.8457 -3.5208 2.6330
C -0.6322 -4.3771 2.9502
H -0.9695 0.3297 6.3118
H 0.3776 0.5293 5.1935
H -0.3997 -1.0479 5.3708
H -1.6899 1.5094 4.2391
H -2.5446 -0.0031 4.3947
H -0.4909 0.7766 2.4771
H -1.9730 -1.9145 4.0076
H -2.0704 -3.5225 1.5680
H -2.7275 -3.8924 3.1521
H 0.2547 -4.0068 2.4358
H -0.8119 -5.4026 2.6304
H -0.4292 -4.3899 4.0208
C 3.0741 -1.1421 -3.0126
Te 2.5275 -1.5310 -1.0003
C 1.4706 -3.3128 -1.4689
H 2.1771 -1.1644 -3.6245
H 3.7680 -1.9237 -3.3107
H 3.5575 -0.1714 -3.0392
H 2.1945 -4.0188 -1.8674
H 0.7001 -3.0817 -2.1993
H 1.0347 -3.6960 -0.5509
```

Output
LUMO energy: -7.176 eV
Kohn-Sham gap: 7.90 eV
highest occupied orbital energy: -15.1 eV
total charge: +2

Here are the Löwdin charges for atoms 1 to 4, given in e: number 1, Ti, carries 0.8126; number 2, O, carries 0.1970; number 3, C, carries -0.4396; number 4, O, carries -0.0995

***

The structure with the least stability is #Q.

***

#P
Formula: C2H7N2O
Source: the OMol25 dataset
Level of theory: the ωB97M-V functional and the def2-TZVPD basis

Structure (XYZ):
```
12
Properties=species:S:1:pos:R:3
N -0.6369 0.3995 1.6685
C -0.1222 -0.1591 0.5709
O 0.3033 -1.2815 0.4495
C -0.0216 0.8975 -0.6324
N 0.4232 -0.0595 -1.7346
H -0.8209 1.3818 1.8161
H -0.5378 -0.1078 2.5494
H -0.9332 1.3629 -0.9662
H 0.5756 1.6939 -0.2267
H 1.3519 -0.4907 -1.4271
H -0.2218 -0.8577 -1.6658
H 0.4780 0.4475 -2.6256
```

Output
LUMO energy: -3.743 eV
SMILES: NC(=O)C[NH3+]
Kohn-Sham gap: 11.48 eV
highest occupied orbital energy: -15.2 eV
total charge: +1

Here are the Löwdin charges for atoms 1 to 4, given in e: number 1, N, carries 0.1905; number 2, C, carries -0.5177; number 3, O, carries 0.0903; number 4, C, carries -0.0204

***

#Q
Formula: C2H7N2O
Source: the OMol25 dataset
Level of theory: the ωB97M-V functional and the def2-TZVPD basis

Structure (XYZ):
```
12
Properties=species:S:1:pos:R:3
C 1.1362 -0.7669 0.7591
C 0.5921 0.3391 -0.0601
N 0.3800 1.5665 -0.4071
N -1.4915 -0.6080 -0.2820
O 1.3704 -0.4840 -0.6817
H 1.9359 -0.4271 1.3089
H 0.5637 -1.5308 1.1328
H 0.9859 1.8914 -1.1650
H 0.1077 2.2714 0.2053
H -1.9978 -0.6337 0.6388
H -1.4151 -1.5059 -0.5607
H -2.1674 -0.1119 -0.8883
```

Output
LUMO energy: -3.800 eV
Kohn-Sham gap: 11.64 eV
highest occupied orbital energy: -15.4 eV
total charge: +1

Here are the Löwdin charges for atoms 1 to 4, given in e: number 1, C, carries 0.1127; number 2, C, carries -0.3478; number 3, N, carries 0.2603; number 4, N, carries 0.0998

***

#R
Formula: C2H7N2O
Source: the OMol25 dataset
Level of theory: the ωB97M-V functional and the def2-TZVPD basis

Structure (XYZ):
```
12
Properties=species:S:1:pos:R:3
N 1.5199 0.7998 -0.0072
C 0.3885 1.1883 0.6927
O -0.9499 0.1372 0.5833
C -1.3296 -0.8313 -0.1418
N -0.7410 -1.5746 -1.0010
H 1.7440 1.5354 -0.5982
H 2.2444 0.5066 0.5477
H 0.0560 2.0710 0.2776
H 0.4221 0.9786 1.7589
H -2.3003 -1.0266 0.2346
H -1.3048 -2.4003 -1.2271
H 0.2507 -1.3840 -1.1195
```

Output
LUMO energy: -3.297 eV
SMILES: NCOC=[NH2+]
Kohn-Sham gap: 12.17 eV
highest occupied orbital energy: -15.5 eV
total charge: +1

Here are the Löwdin charges for atoms 1 to 4, given in e: number 1, N, carries 0.1067; number 2, C, carries -0.0148; number 3, O, carries 0.0199; number 4, C, carries -0.2322

***

The structure with the least stability is #Q.